(1)
8 unconnected molecules or ions with the total composition C45H84NO18S7. Source: OMol25; level of theory: wB97M-V/def2-TZVPD.

Geometry as XYZ:
```
155
Properties=species:S:1:pos:R:3:lowdin_charge:R:1
C -2.776 -4.718 2.337 -0.097
C -3.770 -3.680 1.780 -0.235
C -4.752 -3.120 2.817 -0.184
C -5.065 -1.620 2.637 -0.181
C -4.423 -0.765 3.742 -0.127
C -2.927 -0.818 3.639 -0.125
C -2.198 -1.647 4.487 0.048
C -0.822 -1.756 4.388 0.025
C -0.192 -1.031 3.426 0.019
N -0.910 -0.251 2.618 0.000
O -0.199 0.438 1.668 -0.035
C -0.038 -0.331 0.446 -0.070
C 0.006 0.635 -0.728 -0.374
C -1.351 0.723 -1.403 -0.023
O 0.941 0.203 -1.711 -0.012
C -2.249 -0.084 2.679 -0.096
C -2.895 0.859 1.718 -0.070
C -2.363 2.312 1.726 -0.128
C -1.903 2.816 3.104 -0.072
C -0.400 2.882 3.217 -0.527
O 0.298 3.460 2.428 0.113
O 0.089 2.257 4.319 0.104
H -2.853 -4.825 3.416 0.062
H -1.750 -4.430 2.113 0.058
H -2.919 -5.693 1.881 0.067
H -3.210 -2.869 1.314 0.086
H -4.329 -4.144 0.971 0.106
H -4.375 -3.305 3.821 0.090
H -5.693 -3.655 2.719 0.115
H -6.129 -1.430 2.570 0.105
H -4.595 -1.312 1.704 0.081
H -4.767 0.263 3.646 0.119
H -4.728 -1.112 4.726 0.125
H -2.731 -2.222 5.229 0.133
H -0.243 -2.401 5.027 0.125
H 0.867 -1.047 3.270 0.103
H 0.888 -0.904 0.525 0.123
H -0.850 -1.047 0.342 0.134
H 0.310 1.631 -0.396 0.151
H -1.897 -0.207 -1.246 0.083
H -1.974 1.516 -1.001 0.063
H -1.254 0.854 -2.474 0.080
H 1.708 -0.210 -1.302 0.080
H -2.778 0.449 0.715 0.107
H -3.963 0.875 1.896 0.118
H -3.180 2.941 1.387 0.125
H -1.560 2.449 1.013 0.092
H -2.343 2.265 3.931 0.122
H -2.235 3.847 3.214 0.134
H 0.959 1.889 4.107 0.122
C -2.976 4.869 -5.372 -0.211
C -2.103 3.742 -5.941 -0.221
C -2.117 2.597 -4.923 -0.225
S -3.684 2.723 -4.046 0.668
O -3.423 3.030 -2.657 -0.338
O -4.520 1.592 -4.368 -0.331
C -4.255 4.198 -4.882 -0.224
H -3.192 5.629 -6.120 0.118
H -2.469 5.354 -4.536 0.119
H -2.521 3.397 -6.888 0.110
H -1.088 4.074 -6.137 0.108
H -2.059 1.622 -5.396 0.087
H -1.320 2.701 -4.189 0.103
H -4.834 4.797 -4.182 0.108
H -4.883 3.878 -5.713 0.111
C 5.403 -3.306 2.992 -0.189
C 5.026 -2.412 1.800 -0.200
C 3.568 -1.988 1.980 -0.220
S 3.277 -1.980 3.748 0.677
O 2.276 -2.988 4.045 -0.341
O 3.061 -0.625 4.208 -0.329
C 4.886 -2.580 4.235 -0.201
H 6.475 -3.474 3.054 0.128
H 4.919 -4.281 2.903 0.105
H 5.654 -1.521 1.783 0.095
H 5.164 -2.922 0.850 0.126
H 3.375 -0.991 1.588 0.088
H 2.874 -2.703 1.537 0.108
H 4.786 -3.215 5.114 0.109
H 5.490 -1.704 4.471 0.114
C 6.136 2.887 -1.162 -0.214
C 6.276 2.751 0.360 -0.199
C 5.771 1.356 0.746 -0.220
S 6.058 0.310 -0.693 0.655
O 4.774 -0.123 -1.200 -0.340
O 7.081 -0.660 -0.393 -0.322
C 6.704 1.597 -1.751 -0.220
H 6.657 3.764 -1.536 0.114
H 5.082 2.985 -1.432 0.121
H 7.324 2.857 0.642 0.128
H 5.721 3.525 0.884 0.088
H 6.304 0.933 1.594 0.100
H 4.700 1.353 0.942 0.096
H 6.394 1.402 -2.775 0.110
H 7.791 1.563 -1.674 0.112
C 2.795 6.836 1.907 -0.217
C 3.037 8.139 1.130 -0.209
C 4.541 8.229 0.839 -0.214
S 5.135 6.533 0.758 0.652
O 6.052 6.302 1.845 -0.318
O 5.507 6.199 -0.595 -0.327
C 3.569 5.756 1.158 -0.237
H 1.737 6.591 1.972 0.113
H 3.182 6.931 2.923 0.122
H 2.480 8.113 0.192 0.117
H 2.698 9.009 1.688 0.115
H 4.761 8.714 -0.108 0.103
H 5.086 8.721 1.641 0.106
H 3.757 4.861 1.746 0.099
H 3.084 5.495 0.217 0.109
C -6.271 -1.388 -3.118 -0.216
C -7.722 -1.886 -3.191 -0.207
C -8.293 -1.844 -1.768 -0.215
S -7.402 -0.530 -0.918 0.675
O -6.616 -1.116 0.147 -0.338
O -8.289 0.570 -0.643 -0.315
C -6.307 -0.123 -2.270 -0.240
H -5.857 -1.185 -4.103 0.115
H -5.644 -2.143 -2.636 0.117
H -8.300 -1.228 -3.841 0.119
H -7.784 -2.891 -3.605 0.114
H -9.354 -1.609 -1.741 0.103
H -8.106 -2.768 -1.225 0.102
H -5.340 0.173 -1.871 0.097
H -6.748 0.707 -2.819 0.107
C 0.245 -1.344 -8.826 -0.217
C 1.229 -0.374 -9.494 -0.209
C 0.562 1.007 -9.526 -0.212
S -0.564 1.049 -8.124 0.666
O -1.920 1.146 -8.601 -0.313
O -0.067 1.971 -7.130 -0.326
C -0.261 -0.629 -7.577 -0.229
H 0.717 -2.292 -8.576 0.117
H -0.590 -1.551 -9.499 0.121
H 2.148 -0.327 -8.907 0.118
H 1.498 -0.698 -10.497 0.116
H 1.273 1.821 -9.418 0.104
H -0.036 1.151 -10.423 0.107
H -1.184 -1.041 -7.174 0.108
H 0.504 -0.586 -6.803 0.109
C 1.295 -7.056 4.966 -0.216
C 1.741 -8.187 5.908 -0.208
C 3.277 -8.210 5.895 -0.212
S 3.795 -6.523 5.538 0.659
O 4.462 -6.491 4.258 -0.323
O 4.419 -5.936 6.696 -0.322
C 2.157 -5.851 5.327 -0.240
H 0.234 -6.833 5.068 0.112
H 1.479 -7.348 3.930 0.120
H 1.382 -7.984 6.918 0.117
H 1.336 -9.150 5.604 0.114
H 3.705 -8.504 6.850 0.104
H 3.670 -8.844 5.103 0.105
H 2.206 -5.083 4.563 0.064
H 1.855 -5.416 6.280 0.114
```

Properties
Highest occupied orbital energy (hartree): -0.439
Total charge: +1
Electronic energy (eV): -162211.171
Gap between HOMO and LUMO (eV): 8.79
Relative energy (zero: lowest compared OMol25 entry of this formula, charge and spin) (eV): 0.000

---

(2)
6 unconnected molecules or ions with the total composition C45H85Cl2F3NO12. Source: OMol25; level of theory: wB97M-V/def2-TZVPD.

Geometry as XYZ:
```
148
Properties=species:S:1:pos:R:3:lowdin_charge:R:1
C -2.924 4.009 2.319 -0.125
C -3.662 4.670 3.630 -0.127
C -3.172 3.980 5.072 -0.221
O -1.821 3.868 5.201 -0.038
O -4.094 3.569 6.143 -0.125
C -4.502 2.160 6.019 -0.147
C -3.903 1.190 7.242 -0.078
C -2.307 1.538 7.380 0.024
C -1.229 0.622 6.487 0.039
C -1.672 -0.625 5.516 -0.074
C -1.930 -0.217 3.946 -0.200
O -2.064 1.231 3.708 -0.071
C -3.278 -1.086 3.470 -0.170
F -2.911 -2.525 3.752 0.001
F -3.574 -0.954 2.024 0.023
F -4.466 -0.786 4.328 0.008
C 0.360 1.063 6.647 0.104
C 1.470 0.227 5.748 -0.232
O 2.193 -0.811 6.253 -0.028
O 1.596 0.646 4.327 -0.122
C 2.700 -0.055 3.653 -0.172
C 3.039 0.844 2.284 -0.159
C 2.080 0.452 1.004 -0.199
C 1.822 1.715 -0.044 -0.167
C 0.821 1.274 -1.308 -0.166
O -0.550 0.906 -0.827 -0.123
C -0.970 -0.380 -1.413 -0.282
C -1.599 -1.522 -0.393 -0.012
O -0.908 -0.706 -2.709 -0.023
C 0.833 2.284 7.633 -0.048
C 2.368 2.800 7.889 -0.609
Cl 3.603 1.425 8.179 0.593
C 2.894 3.909 6.754 -0.665
C 3.240 3.239 5.298 -0.137
Cl 1.700 5.330 6.685 0.546
C -0.368 3.068 8.476 0.105
N -1.852 2.684 8.302 -0.072
C -2.829 3.541 9.120 -0.043
H -2.922 4.690 1.361 0.095
H -3.427 2.965 2.032 0.084
H -1.785 3.808 2.590 0.090
H -3.286 5.799 3.695 0.137
H -4.839 4.729 3.544 0.126
H -5.683 2.141 6.174 0.154
H -4.322 1.694 4.949 0.132
H -4.124 0.078 6.870 0.126
H -4.516 1.307 8.244 0.125
H -2.584 -1.208 6.016 0.137
H -0.777 -1.414 5.522 0.152
H -1.028 -0.679 3.319 0.168
H -2.168 1.312 2.703 0.114
H 3.706 -0.093 4.252 0.141
H 2.327 -1.097 3.253 0.147
H 2.750 1.963 2.582 0.110
H 4.186 0.839 2.019 0.130
H 0.995 0.081 1.337 0.111
H 2.649 -0.398 0.412 0.127
H 2.812 2.152 -0.501 0.125
H 1.252 2.618 0.490 0.122
H 1.366 0.367 -1.831 0.141
H 0.659 2.139 -2.082 0.138
H -2.791 -1.509 -0.372 0.104
H -1.211 -2.620 -0.627 0.106
H -1.222 -1.231 0.687 0.058
H 2.343 3.418 8.910 0.119
H 3.931 4.305 7.191 0.121
H 2.246 3.150 4.671 0.083
H 3.876 2.257 5.341 0.082
H 3.907 4.039 4.716 0.108
H -0.081 3.940 9.225 0.146
H -3.134 4.443 8.420 0.121
H -3.788 2.963 9.461 0.110
H -2.241 4.029 10.032 0.121
C -2.756 -6.024 -0.888 -0.082
C -2.002 -5.758 -2.181 -0.281
O -0.586 -5.864 -2.045 -0.171
C -0.083 -7.131 -1.627 -0.279
C -0.436 -8.265 -2.575 -0.080
H -2.425 -5.335 -0.102 0.073
H -3.832 -5.895 -1.040 0.080
H -2.591 -7.039 -0.521 0.066
H -2.209 -4.732 -2.502 0.114
H -2.354 -6.410 -2.985 0.105
H -0.415 -7.351 -0.607 0.104
H 1.008 -7.036 -1.582 0.119
H -1.516 -8.411 -2.654 0.066
H 0.006 -9.203 -2.227 0.080
H -0.060 -8.052 -3.582 0.084
C -0.563 1.201 -5.293 -0.086
C -0.945 0.874 -6.727 -0.275
O -0.251 1.660 -7.693 -0.164
C 1.171 1.548 -7.699 -0.277
C 1.665 0.136 -7.967 -0.082
H -0.745 2.261 -5.080 0.084
H -1.149 0.595 -4.594 0.052
H 0.493 1.006 -5.098 0.065
H -2.011 1.081 -6.862 0.119
H -0.810 -0.191 -6.939 0.100
H 1.583 1.941 -6.764 0.103
H 1.534 2.206 -8.497 0.120
H 1.337 -0.565 -7.196 0.065
H 2.758 0.115 -7.998 0.078
H 1.280 -0.228 -8.925 0.076
C -2.642 -4.658 -6.623 -0.081
C -3.012 -4.985 -8.061 -0.273
O -4.022 -4.133 -8.595 -0.161
C -3.719 -2.741 -8.643 -0.273
C -2.498 -2.417 -9.487 -0.083
H -3.528 -4.714 -5.978 0.082
H -1.890 -5.362 -6.252 0.076
H -2.232 -3.651 -6.526 0.061
H -3.409 -6.004 -8.098 0.120
H -2.129 -4.975 -8.707 0.098
H -3.615 -2.343 -7.628 0.103
H -4.592 -2.244 -9.082 0.120
H -1.592 -2.882 -9.092 0.052
H -2.334 -1.335 -9.520 0.079
H -2.633 -2.782 -10.511 0.082
C 0.726 -3.815 -10.810 -0.086
C 1.533 -4.546 -11.872 -0.273
O 1.226 -5.935 -11.962 -0.162
C -0.122 -6.267 -12.288 -0.275
C -0.573 -5.714 -13.630 -0.082
H 0.882 -4.275 -9.827 0.085
H 1.026 -2.763 -10.759 0.076
H -0.345 -3.847 -11.019 0.047
H 2.594 -4.476 -11.615 0.119
H 1.420 -4.069 -12.850 0.106
H -0.794 -5.949 -11.484 0.099
H -0.177 -7.361 -12.321 0.120
H -0.546 -4.622 -13.653 0.064
H -1.598 -6.030 -13.846 0.079
H 0.081 -6.075 -14.431 0.083
C 8.054 6.747 9.702 -0.078
C 7.414 6.414 8.363 -0.275
O 6.072 5.946 8.475 -0.181
C 5.137 6.841 9.072 -0.282
C 4.995 8.155 8.322 -0.078
H 8.040 5.870 10.361 0.084
H 9.091 7.066 9.560 0.082
H 7.525 7.551 10.217 0.065
H 7.988 5.610 7.891 0.119
H 7.462 7.267 7.680 0.106
H 5.395 7.011 10.123 0.107
H 4.168 6.328 9.072 0.102
H 5.932 8.715 8.296 0.069
H 4.239 8.786 8.800 0.080
H 4.694 7.973 7.285 0.081
```

Properties
Highest occupied orbital energy (hartree): -0.382
Total charge: +1
Electronic energy (eV): -107273.361
Gap between HOMO and LUMO (eV): 5.86

---

(3)
8 unconnected molecules or ions with the total composition C45H89NO10P. Source: OMol25; level of theory: wB97M-V/def2-TZVPD.

Geometry as XYZ:
```
146
Properties=species:S:1:pos:R:3:lowdin_charge:R:1
C 0.233 0.082 3.627 -0.140
C -0.911 0.629 2.769 -0.374
P -0.381 1.778 1.407 1.071
C -1.918 2.485 0.671 -0.355
C -3.102 1.478 0.496 -0.143
C 0.656 0.925 0.091 -0.500
C -0.189 -0.203 -0.567 -0.141
C -0.293 -1.480 0.257 -0.158
O -1.665 -1.980 0.185 -0.016
C -2.070 -2.541 1.351 -0.573
C -1.230 -3.584 2.069 0.038
O -3.083 -2.189 1.810 0.132
C 1.998 0.361 0.594 -0.097
C 3.135 1.371 0.807 -0.452
C 3.058 2.104 2.157 -0.049
C 4.439 0.528 0.901 -0.037
N 3.322 2.306 -0.333 -0.089
O 3.921 1.722 -1.319 -0.006
C 2.067 2.954 -0.787 -0.470
C 2.373 3.608 -2.171 -0.036
C 1.638 4.137 0.095 -0.046
C 0.946 1.939 -1.049 -0.117
H 0.554 -0.914 3.329 0.052
H 1.092 0.742 3.650 0.044
H -0.111 -0.014 4.658 0.070
H -1.556 -0.147 2.355 0.042
H -1.548 1.229 3.414 0.060
H -1.760 2.959 -0.295 0.065
H -2.258 3.260 1.346 0.048
H -4.051 2.000 0.536 0.049
H -3.097 0.979 -0.469 0.056
H -3.129 0.690 1.244 0.045
H -1.171 0.153 -0.863 0.104
H 0.336 -0.445 -1.497 0.112
H 0.058 -1.395 1.278 0.079
H 0.319 -2.234 -0.242 0.125
H -1.675 -3.708 3.045 0.089
H -1.209 -4.506 1.496 0.091
H -0.234 -3.177 2.236 0.072
H 2.353 -0.326 -0.181 0.132
H 1.915 -0.237 1.500 0.113
H 2.048 2.417 2.413 0.021
H 3.385 1.437 2.950 0.070
H 3.720 2.969 2.183 0.093
H 4.523 0.120 1.907 0.067
H 5.290 1.184 0.735 0.095
H 4.458 -0.287 0.175 0.063
H 3.346 4.087 -2.100 0.089
H 1.622 4.382 -2.306 0.079
H 2.329 2.868 -2.953 0.069
H 2.418 4.895 0.018 0.089
H 0.726 4.558 -0.324 0.082
H 1.399 3.854 1.113 0.025
H 0.039 2.444 -1.374 0.116
H 1.282 1.349 -1.905 0.120
C 7.598 -3.496 -0.295 -0.169
C 8.022 -2.526 -1.389 -0.173
C 6.732 -1.759 -1.644 -0.197
O 6.019 -1.728 -0.404 -0.167
C 6.633 -2.644 0.517 -0.191
H 8.427 -3.880 0.299 0.110
H 7.071 -4.347 -0.735 0.112
H 8.791 -1.849 -1.008 0.113
H 8.410 -3.012 -2.283 0.110
H 6.107 -2.270 -2.385 0.118
H 6.909 -0.738 -1.985 0.120
H 7.158 -2.062 1.273 0.095
H 5.861 -3.235 1.011 0.122
C 0.841 5.211 -7.323 -0.174
C -0.497 4.818 -6.713 -0.174
C -0.092 3.688 -5.779 -0.205
O 1.241 3.972 -5.345 -0.153
C 1.785 5.027 -6.144 -0.204
H 0.861 6.222 -7.728 0.111
H 1.103 4.516 -8.125 0.114
H -0.903 5.654 -6.137 0.114
H -1.245 4.516 -7.445 0.111
H -0.083 2.725 -6.301 0.117
H -0.746 3.604 -4.909 0.115
H 1.831 5.932 -5.528 0.118
H 2.798 4.765 -6.450 0.117
C 7.483 -0.218 5.359 -0.170
C 8.852 -0.492 4.750 -0.170
C 8.573 -1.722 3.900 -0.202
O 7.210 -1.625 3.473 -0.167
C 6.554 -0.588 4.213 -0.202
H 7.350 0.808 5.698 0.113
H 7.314 -0.883 6.210 0.114
H 9.150 0.344 4.114 0.115
H 9.637 -0.656 5.487 0.112
H 8.683 -2.643 4.483 0.118
H 9.222 -1.786 3.025 0.116
H 6.396 0.262 3.540 0.112
H 5.582 -0.945 4.555 0.118
C -0.389 -5.398 -2.347 -0.175
C -1.033 -4.098 -2.810 -0.168
C -0.021 -3.593 -3.827 -0.202
O 0.591 -4.752 -4.402 -0.139
C 0.241 -5.907 -3.635 -0.207
H -1.092 -6.106 -1.909 0.110
H 0.388 -5.186 -1.607 0.111
H -1.985 -4.311 -3.302 0.117
H -1.216 -3.386 -2.004 0.093
H 0.763 -2.997 -3.346 0.114
H -0.477 -2.993 -4.615 0.117
H -0.473 -6.500 -4.218 0.117
H 1.132 -6.511 -3.460 0.116
C -5.495 2.062 4.524 -0.167
C -4.870 3.255 5.228 -0.172
C -3.515 3.340 4.546 -0.199
O -3.688 2.860 3.206 -0.169
C -4.975 2.227 3.106 -0.201
H -6.583 2.041 4.577 0.113
H -5.115 1.133 4.957 0.116
H -5.451 4.157 5.021 0.114
H -4.795 3.140 6.309 0.112
H -2.779 2.699 5.046 0.112
H -3.123 4.358 4.515 0.120
H -5.628 2.881 2.517 0.124
H -4.874 1.278 2.584 0.106
C -6.842 0.914 -3.293 -0.171
C -7.773 0.670 -2.112 -0.163
C -6.785 0.512 -0.966 -0.186
O -5.650 1.328 -1.289 -0.160
C -5.741 1.747 -2.653 -0.203
H -7.320 1.416 -4.133 0.110
H -6.436 -0.036 -3.648 0.114
H -8.403 1.547 -1.948 0.113
H -8.421 -0.197 -2.233 0.113
H -6.447 -0.524 -0.874 0.089
H -7.198 0.829 -0.007 0.122
H -5.992 2.814 -2.667 0.117
H -4.773 1.613 -3.140 0.115
C -5.508 -4.040 0.944 -0.179
C -6.740 -4.936 0.937 -0.170
C -7.861 -3.917 0.792 -0.204
O -7.325 -2.822 0.042 -0.149
C -5.901 -2.958 -0.047 -0.208
H -4.590 -4.556 0.664 0.110
H -5.367 -3.606 1.935 0.110
H -6.717 -5.596 0.065 0.112
H -6.841 -5.555 1.828 0.111
H -8.180 -3.537 1.769 0.117
H -8.734 -4.318 0.276 0.115
H -5.651 -3.250 -1.074 0.123
H -5.426 -2.000 0.167 0.102
```

Properties
Highest occupied orbital energy (spin up / spin down) (hartree): -0.257 / -0.257
Electronic energy (eV): -79356.646
Spin multiplicity: 2
Gap between HOMO and LUMO (spin up / spin down) (eV): 7.51 / 7.51

---

Q: Which of these has the lowest electronic energy?
A: C45H84NO18S7

---

Q: Look up the electronic energy of the first one.
A: -162211.171 eV

---

Q: The lowest electronic energy belongs to which entry?
A: C45H84NO18S7